*A*
# C4H11O4

A cluster of 3 separate species, C4H11O4 in total (ωB97M-V/def2-TZVPD, OMol25).

Structure (XYZ):
```
19
C4H11O4 ωB97M-V/def2-TZVPD
C -2.04 0.47 -0.49
O -2.92 1.30 -0.13
C -0.69 0.64 0.43
C 0.58 0.30 -0.40
C 1.54 -0.51 0.48
O 2.43 -1.24 0.18
H -2.28 -0.66 -0.22
H -1.66 0.68 -1.42
H -0.75 1.81 0.64
H -0.67 0.06 1.27
H 1.20 1.21 -0.73
H 0.36 -0.17 -1.26
H 1.36 -0.05 1.53
H -4.83 2.57 -1.86
H -3.47 2.01 -1.37
O -3.93 2.38 -2.13
H 5.12 -2.95 2.27
H 5.22 -3.93 1.13
O 5.44 -3.90 2.08
```

* E_LUMO: 0.106 Ha
* total charge: -1
* HOMO level: -0.118 Ha
* orbital gap: 0.2243 Ha

Results of the Löwdin charge analysis, in e, for atoms 1 through 6:
1. C -0.53
2. O -0.27
3. C -0.18
4. C -0.18
5. C -0.30
6. O 0.02


*B*
# C4H11O4

A cluster of 3 separate species, C4H11O4 in total (ωB97M-V/def2-TZVPD, OMol25).

Structure (XYZ):
```
19
C4H11O4 ωB97M-V/def2-TZVPD
C 0.95 -1.26 -1.07
O 0.01 -2.25 -1.19
C 1.06 -0.58 0.32
C 0.41 0.92 0.47
C -0.11 1.03 1.88
O -0.49 2.08 2.39
H 1.88 -1.63 -1.55
H 0.75 -0.53 -1.88
H 0.51 -1.15 1.17
H 2.03 -0.80 0.76
H -0.36 1.13 -0.20
H 1.30 1.66 0.31
H -0.34 0.07 2.37
H -1.96 -3.19 -2.51
H -0.93 -3.48 -1.63
O -1.70 -3.95 -1.99
H -0.52 4.63 0.52
H -1.11 3.26 1.19
O -1.37 4.05 0.65
```

* E_LUMO: 0.121 Ha
* total charge: -1
* HOMO level: -0.113 Ha
* orbital gap: 0.2334 Ha

Results of the Löwdin charge analysis, in e, for atoms 1 through 6:
1. C -0.48
2. O -0.35
3. C -0.17
4. C -0.13
5. C -0.23
6. O -0.01


*B* is the most stable structure; the next one sits 4.7 kcal/mol above it.


*A*
# H26KrO13

A structure of composition H26KrO13 (ωB97M-V/def2-TZVPD, OMol25).

Structure (XYZ):
```
40
H26KrO13 ωB97M-V/def2-TZVPD
Kr 0.16 0.31 0.24
O 2.35 -2.66 0.63
H 3.23 -2.56 0.26
H 2.44 -2.41 1.55
O 2.48 -0.53 2.99
H 3.33 -0.36 2.58
H 2.39 0.16 3.64
O -2.13 -2.32 -1.93
H -1.58 -2.80 -1.31
H -2.40 -1.53 -1.45
O 1.16 2.54 -2.33
H 0.24 2.27 -2.41
H 1.11 3.43 -1.97
O -3.23 0.34 -0.91
H -2.77 0.98 -1.46
H -3.99 0.08 -1.43
O 0.08 -1.36 -3.50
H -0.52 -1.82 -2.91
H 0.91 -1.32 -3.02
O 3.78 2.17 -1.39
H 2.85 2.16 -1.63
H 3.79 2.53 -0.50
O -2.65 0.74 2.47
H -3.56 1.02 2.58
H -2.17 1.54 2.25
O -1.20 1.04 -2.87
H -0.68 0.30 -3.19
H -1.60 1.41 -3.65
O -3.54 -1.67 1.09
H -3.54 -0.90 0.52
H -3.71 -1.32 1.96
O 1.49 3.02 3.64
H 1.83 3.89 3.81
H 1.82 2.79 2.78
O -1.02 -1.06 3.40
H -0.40 -0.60 3.96
H -1.45 -0.37 2.90
O 2.20 -2.55 -2.15
H 1.74 -2.78 -1.35
H 2.76 -1.81 -1.90
```

* E_LUMO: -0.011 Ha
* total charge: 0
* HOMO level: -0.384 Ha
* orbital gap: 0.3733 Ha

Results of the Löwdin charge analysis, in e, for atoms 1 through 6:
1. Kr 0.25
2. O -0.06
3. H 0.04
4. H 0.02
5. O -0.06
6. H 0.04


*B*
# H26KrO13

A structure of composition H26KrO13 (ωB97M-V/def2-TZVPD, OMol25).

Structure (XYZ):
```
40
H26KrO13 ωB97M-V/def2-TZVPD
Kr 0.71 -0.11 -0.67
O -0.15 -0.81 3.43
H -0.32 0.05 3.06
H 0.80 -0.94 3.32
O 3.69 0.54 1.01
H 2.85 0.33 0.61
H 4.30 0.57 0.28
O 2.40 -2.54 -2.33
H 1.63 -3.01 -2.62
H 3.08 -2.77 -2.97
O 2.56 -1.12 2.89
H 2.60 -1.65 2.10
H 3.06 -0.33 2.69
O -2.85 -1.20 -0.28
H -2.59 -0.31 -0.05
H -3.80 -1.21 -0.18
O -1.11 1.70 2.68
H -0.61 2.48 2.90
H -1.57 1.92 1.87
O -2.30 1.67 0.10
H -2.96 2.26 0.46
H -2.44 1.70 -0.85
O -2.30 1.15 -2.67
H -2.26 0.23 -2.91
H -3.22 1.39 -2.74
O 1.19 3.50 0.35
H 1.47 4.41 0.22
H 0.50 3.37 -0.30
O 2.84 -2.85 0.57
H 2.89 -3.78 0.35
H 2.69 -2.41 -0.27
O -0.31 3.78 -2.04
H -1.24 3.87 -2.25
H -0.07 2.92 -2.39
O -1.09 -2.56 1.52
H -0.71 -1.92 2.12
H -1.54 -2.04 0.86
O -2.16 -1.93 -2.91
H -2.23 -1.77 -1.97
H -1.45 -2.57 -2.99
```

* E_LUMO: -0.014 Ha
* total charge: 0
* HOMO level: -0.354 Ha
* orbital gap: 0.3395 Ha

Results of the Löwdin charge analysis, in e, for atoms 1 through 6:
1. Kr 0.35
2. O -0.06
3. H -0.01
4. H -0.01
5. O -0.06
6. H -0.07


*B* is the most stable structure; the next one sits 13.3 kcal/mol above it.


*A*
# C4H5F3

An isolated molecule of C4H5F3 (ωB97M-V/def2-TZVPD, OMol25).

Structure (XYZ):
```
12
C4H5F3 ωB97M-V/def2-TZVPD
F -0.87 2.86 -0.03
C -0.96 1.42 0.07
C 0.28 0.76 -0.62
C 0.84 -0.42 -0.44
C 0.30 -1.67 0.17
F -0.98 -1.46 0.62
F 1.28 -2.25 1.13
H -0.79 1.13 1.21
H -2.23 1.10 -0.08
H 0.76 1.56 -0.98
H 1.94 -0.56 -0.43
H 0.44 -2.47 -0.62
```

* E_LUMO: 0.017 Ha
* total charge: 0
* HOMO level: -0.382 Ha
* orbital gap: 0.3995 Ha

Results of the Löwdin charge analysis, in e, for atoms 1 through 6:
1. F -0.11
2. C -0.16
3. C -0.05
4. C -0.06
5. C -0.28
6. F 0.05


*B*
# C4H5F3

An isolated molecule of C4H5F3 (ωB97M-V/def2-TZVPD, OMol25).

Structure (XYZ):
```
12
C4H5F3 ωB97M-V/def2-TZVPD
C -0.47 0.10 -0.99
C 0.63 0.59 -0.07
F 0.64 1.94 -0.14
C 1.12 -0.16 1.17
C 1.96 -0.10 0.00
F 3.18 0.42 -0.11
F 1.96 -1.33 -0.60
H -0.07 -0.06 -1.99
H -1.30 0.81 -1.02
H -0.78 -0.81 -0.57
H 1.23 0.32 2.17
H 0.77 -1.21 1.23
```

* E_LUMO: 0.036 Ha
* total charge: 0
* HOMO level: -0.388 Ha
* orbital gap: 0.4238 Ha

Results of the Löwdin charge analysis, in e, for atoms 1 through 6:
1. C 0.02
2. C -0.40
3. F 0.07
4. C 0.05
5. C -0.49
6. F 0.14


*B* is the most stable structure; the next one sits 32.6 kcal/mol above it.


*A*
# C5H17NO2

A cluster of 3 separate species, C5H17NO2 in total (ωB97M-V/def2-TZVPD, OMol25).

Structure (XYZ):
```
25
C5H17NO2 ωB97M-V/def2-TZVPD
C -0.71 -0.50 2.37
C -0.48 -0.79 0.89
C -0.21 -2.34 0.88
C 0.76 -0.15 0.30
C 1.20 -0.69 -1.09
N 0.19 -0.70 -2.14
H -1.65 -0.93 2.72
H 0.11 -0.85 3.01
H -0.82 0.59 2.53
H -1.43 -0.62 0.38
H -0.82 -2.88 1.59
H -0.31 -2.66 -0.16
H 0.84 -2.59 1.11
H 0.71 0.95 0.25
H 1.50 -0.22 1.12
H 1.96 0.02 -1.45
H 1.59 -1.68 -0.96
H -0.70 -1.12 -1.94
H 0.09 0.25 -2.47
O 1.14 3.03 -1.90
H 0.41 3.11 -1.26
H 0.69 2.47 -2.52
O -1.21 2.41 -0.52
H -1.96 2.87 -0.88
H -0.88 3.01 0.15
```

* E_LUMO: 0.009 Ha
* total charge: 0
* HOMO level: -0.329 Ha
* orbital gap: 0.3377 Ha

Results of the Löwdin charge analysis, in e, for atoms 1 through 6:
1. C -0.11
2. C -0.43
3. C -0.08
4. C -0.20
5. C -0.27
6. N 0.01


*B*
# C5H17NO2

A cluster of 3 separate species, C5H17NO2 in total (ωB97M-V/def2-TZVPD, OMol25).

Structure (XYZ):
```
25
C5H17NO2 ωB97M-V/def2-TZVPD
C -1.64 -1.27 0.01
C -0.35 -2.02 0.35
C -0.07 -3.35 -0.39
N 0.86 -1.09 0.34
C 0.74 0.00 1.34
C 1.05 -0.42 -0.94
H -2.36 -1.90 -0.53
H -1.44 -0.40 -0.61
H -2.04 -0.96 0.97
H -0.50 -2.29 1.40
H 0.65 -3.23 -1.18
H 0.28 -4.08 0.33
H -1.03 -3.64 -0.79
H 0.82 -0.50 2.32
H 1.59 0.69 1.22
H -0.15 0.65 1.21
H 1.61 -0.95 -1.69
H 1.66 0.48 -0.87
H 0.18 -0.17 -1.58
O 0.71 3.79 -1.08
H 1.20 3.43 -1.81
H 1.20 4.53 -0.68
O -1.17 2.77 0.71
H -2.01 3.18 0.53
H -0.55 3.22 0.10
```

* E_LUMO: 0.015 Ha
* total charge: 0
* HOMO level: -0.299 Ha
* orbital gap: 0.3145 Ha

Results of the Löwdin charge analysis, in e, for atoms 1 through 6:
1. C -0.06
2. C -0.40
3. C -0.04
4. N -0.21
5. C -0.11
6. C -0.14


*A* is the most stable structure; the next one sits 12.5 kcal/mol above it.


*A*
# C5H17NO2

A cluster of 3 separate species, C5H17NO2 in total (ωB97M-V/def2-TZVPD, OMol25).

Structure (XYZ):
```
25
C5H17NO2 ωB97M-V/def2-TZVPD
C -0.71 1.72 -0.33
C -0.93 0.42 -1.23
C 0.09 0.66 -2.37
N -0.74 -0.93 -0.49
C -1.82 -1.26 0.39
C 0.64 -1.37 0.00
H -1.24 2.53 -0.85
H 0.39 2.09 -0.41
H -1.05 1.71 0.74
H -2.08 0.30 -1.36
H 0.29 1.72 -2.59
H 0.98 0.18 -2.01
H -0.18 0.19 -3.28
H -2.72 -1.32 -0.24
H -1.68 -2.28 0.79
H -1.97 -0.73 1.22
H 1.39 -0.71 -0.68
H 1.12 -2.39 -0.16
H 0.87 -1.13 1.08
O 0.71 -0.82 3.02
H -0.01 -0.11 2.92
H 1.26 -0.76 2.23
O 2.13 0.60 1.24
H 2.83 0.36 0.55
H 2.43 1.36 1.81
```

* E_LUMO: 0.014 Ha
* total charge: 0
* HOMO level: -0.292 Ha
* orbital gap: 0.3065 Ha

Results of the Löwdin charge analysis, in e, for atoms 1 through 6:
1. C -0.09
2. C -0.33
3. C -0.07
4. N -0.22
5. C -0.14
6. C -0.08


*B*
# C5H17NO2

A cluster of 3 separate species, C5H17NO2 in total (ωB97M-V/def2-TZVPD, OMol25).

Structure (XYZ):
```
25
C5H17NO2 ωB97M-V/def2-TZVPD
C -1.28 1.08 0.98
C -0.48 -0.23 1.00
C 0.20 -0.56 2.32
C -0.81 -1.13 3.38
N 1.31 -1.48 2.07
C 2.29 -1.53 3.16
H -0.77 1.82 1.58
H -2.31 0.94 1.32
H -1.32 1.48 -0.03
H -1.12 -1.04 0.64
H 0.31 -0.21 0.27
H 0.58 0.34 2.78
H -0.37 -0.97 4.36
H -1.77 -0.64 3.30
H -0.90 -2.19 3.18
H 0.93 -2.41 1.98
H 2.27 -2.44 3.75
H 2.16 -0.68 3.84
H 3.30 -1.47 2.75
O -1.71 3.78 -5.60
H -1.55 2.87 -5.87
H -0.85 4.21 -5.59
O 0.62 -0.60 -5.37
H 1.44 -1.06 -5.13
H 0.93 0.31 -5.23
```

* E_LUMO: 0.017 Ha
* total charge: 0
* HOMO level: -0.319 Ha
* orbital gap: 0.3361 Ha

Results of the Löwdin charge analysis, in e, for atoms 1 through 6:
1. C -0.10
2. C -0.24
3. C -0.44
4. C -0.04
5. N -0.10
6. C -0.13


*C*
# C5H17NO2

A cluster of 3 separate species, C5H17NO2 in total (ωB97M-V/def2-TZVPD, OMol25).

Structure (XYZ):
```
25
C5H17NO2 ωB97M-V/def2-TZVPD
C -2.52 -0.80 0.42
C -1.89 -0.07 -0.74
N -0.56 0.49 -0.39
C 0.15 0.84 -1.66
C -0.77 1.70 0.40
C 0.55 2.17 1.04
H -2.92 -0.13 1.17
H -3.40 -1.37 0.14
H -1.84 -1.56 0.82
H -1.76 -0.74 -1.54
H -2.53 0.73 -1.10
H -0.56 0.88 -2.48
H 0.78 -0.01 -1.83
H 0.73 1.75 -1.53
H -1.38 1.44 1.24
H -1.29 2.50 -0.14
H 1.42 1.60 0.72
H 0.83 3.20 0.76
H 0.50 2.22 2.12
O 1.69 -2.48 1.66
H 0.95 -3.09 1.48
H 1.28 -1.61 1.58
O 2.63 -1.27 -0.85
H 2.78 -2.05 -0.30
H 1.70 -1.11 -0.98
```

* E_LUMO: 0.025 Ha
* total charge: 0
* HOMO level: -0.333 Ha
* orbital gap: 0.3585 Ha

Results of the Löwdin charge analysis, in e, for atoms 1 through 6:
1. C -0.09
2. C -0.27
3. N -0.22
4. C -0.05
5. C -0.27
6. C -0.08


*B* is the most stable structure; the next one sits 5.3 kcal/mol above it.


*A*
# C4H10NS

The ion C4H10NS with charge +1 (ωB97M-V/def2-TZVPD, OMol25).

Structure (XYZ):
```
16
C4H10NS ωB97M-V/def2-TZVPD
C -3.27 0.27 -0.29
C 0.18 0.17 -0.08
C 2.67 -0.19 0.02
C 1.27 -0.65 -0.64
N 0.35 1.27 0.58
S -1.49 -0.44 -0.61
H -3.34 1.34 -0.61
H -3.75 -0.09 0.63
H 2.60 0.79 0.04
H 3.48 -0.68 -0.49
H 2.71 -0.61 1.11
H 1.23 -1.66 -0.54
H 1.34 -0.46 -1.69
H -0.55 1.69 0.93
H -3.71 -0.22 -1.14
H 1.19 1.79 0.95
```

* E_LUMO: -0.158 Ha
* total charge: +1
* HOMO level: -0.523 Ha
* orbital gap: 0.3653 Ha

Results of the Löwdin charge analysis, in e, for atoms 1 through 6:
1. C -0.27
2. C -0.52
3. C -0.02
4. C -0.19
5. N 0.16
6. S 0.95


*B*
# C4H10NS

A cluster of 2 separate species, C4H10NS in total (ωB97M-V/def2-TZVPD, OMol25).

Structure (XYZ):
```
16
C4H10NS ωB97M-V/def2-TZVPD
C 0.82 0.23 -1.80
C 0.43 0.13 0.55
C 2.13 0.56 -2.04
C -1.45 -0.52 1.93
N -1.06 0.08 0.63
S -3.09 -1.28 1.62
H 0.35 -0.56 -2.30
H 0.93 1.19 0.76
H 2.71 0.58 -1.08
H 2.18 1.62 -2.39
H 2.66 -0.12 -2.74
H -0.68 -1.30 2.04
H -1.47 0.07 2.82
H -1.54 0.92 0.35
H -1.26 -0.66 -0.13
H -2.98 -2.25 2.67
```

* E_LUMO (spin up / spin down): -0.212 / -0.192 Ha
* total charge: +1
* HOMO level (spin up / spin down): -0.484 / -0.492 Ha
* orbital gap (spin up / spin down): 0.2717 / 0.3004 Ha

Results of the Löwdin charge analysis, in e, for atoms 1 through 6:
1. C 0.12
2. C 0.09
3. C -0.17
4. C -0.52
5. N -0.17
6. S 0.72


*A* is the most stable structure; the next one sits 148.9 kcal/mol above it.


*A*
# C5H10N2O2S

An isolated molecule of C5H10N2O2S (ωB97M-V/def2-TZVPD, OMol25).

Structure (XYZ):
```
20
C5H10N2O2S ωB97M-V/def2-TZVPD
C -0.65 2.39 0.32
C -0.09 -0.08 1.00
C 0.95 0.13 -0.08
C -0.49 -1.59 1.25
C 0.86 -0.43 -1.39
N 0.50 2.31 -0.53
N 2.27 0.32 0.42
O 2.39 0.43 1.65
O 3.17 0.37 -0.39
S -1.65 0.73 0.44
H -0.42 2.65 1.28
H -1.35 3.12 -0.16
H 0.36 0.41 1.81
H -0.88 -2.16 0.32
H -1.20 -1.78 2.12
H 0.53 -2.01 1.32
H 1.63 0.10 -1.91
H -0.03 -0.33 -1.87
H 0.92 -1.49 -1.39
H 0.36 2.35 -1.59
```

* E_LUMO (spin up / spin down): -0.057 / -0.058 Ha
* total charge: 0
* HOMO level (spin up / spin down): -0.328 / -0.331 Ha
* orbital gap (spin up / spin down): 0.2713 / 0.2733 Ha

Results of the Löwdin charge analysis, in e, for atoms 1 through 6:
1. C -0.49
2. C -0.58
3. C -0.26
4. C -0.11
5. C -0.05
6. N 0.03


*B*
# C5H10N2O2S

An isolated molecule of C5H10N2O2S (ωB97M-V/def2-TZVPD, OMol25).

Structure (XYZ):
```
20
C5H10N2O2S ωB97M-V/def2-TZVPD
C -0.80 0.84 -0.67
C -0.37 0.49 0.76
C -1.93 -0.06 -1.11
C 0.35 -0.87 0.81
C 1.87 -0.73 0.67
N -0.07 -1.79 -0.20
N -3.45 -3.52 -0.34
O -4.48 -3.67 0.25
O -2.91 -2.29 -0.16
S -1.32 -1.81 -1.05
H -1.13 1.88 -0.70
H 0.05 0.73 -1.35
H 0.30 1.25 1.15
H -1.26 0.46 1.39
H -2.80 0.02 -0.46
H -2.23 0.11 -2.14
H 0.14 -1.35 1.78
H 2.11 -0.24 -0.27
H 2.32 -1.72 0.66
H 2.27 -0.16 1.50
```

* E_LUMO: 0.022 Ha
* total charge: 0
* HOMO level: -0.353 Ha
* orbital gap: 0.3749 Ha

Results of the Löwdin charge analysis, in e, for atoms 1 through 6:
1. C -0.24
2. C -0.17
3. C -0.31
4. C -0.47
5. C -0.06
6. N -0.32


*C*
# C5H10N2O2S

An isolated molecule of C5H10N2O2S (ωB97M-V/def2-TZVPD, OMol25).

Structure (XYZ):
```
20
C5H10N2O2S ωB97M-V/def2-TZVPD
C -0.23 1.32 1.98
C 0.55 0.90 0.74
C 2.11 0.54 1.05
C -0.11 -0.02 -0.13
N 0.92 -1.23 -1.04
S -0.07 -1.59 -2.23
O 0.07 -2.91 -2.69
O -0.08 -0.55 -3.27
C -1.74 -1.28 -1.22
N -1.34 -0.28 -0.41
H 0.39 1.93 2.62
H -0.51 0.52 2.61
H -1.11 1.89 1.73
H 0.66 1.69 0.03
H 2.50 1.47 1.46
H 2.45 0.53 0.04
H 2.35 -0.38 1.62
H -2.22 -2.16 -0.66
H -2.43 -0.85 -2.03
H -2.16 0.44 -0.20
```

* E_LUMO: -0.008 Ha
* total charge: 0
* HOMO level: -0.320 Ha
* orbital gap: 0.3120 Ha

Results of the Löwdin charge analysis, in e, for atoms 1 through 6:
1. C -0.05
2. C -0.34
3. C -0.02
4. C -0.11
5. N -0.12
6. S 0.49


*D*
# C5H10N2O2S

An isolated molecule of C5H10N2O2S (ωB97M-V/def2-TZVPD, OMol25).

Structure (XYZ):
```
20
C5H10N2O2S ωB97M-V/def2-TZVPD
C -1.74 -1.02 0.40
C -1.42 0.33 -0.21
C 0.15 0.59 -0.25
C 0.50 2.08 -0.25
O 1.20 2.58 0.57
N 0.73 -0.08 0.86
C 2.13 -0.05 0.77
O 2.63 -0.24 2.01
N 2.64 -0.19 -0.36
S 4.24 -0.31 -0.94
H -1.79 -1.09 1.47
H -0.99 -1.67 0.02
H -2.65 -1.41 0.08
H -2.00 0.94 0.44
H -1.81 0.35 -1.28
H 0.54 0.07 -1.03
H 0.19 2.73 -1.06
H 0.56 0.17 1.81
H 3.62 -0.41 2.06
H 4.07 0.82 -1.75
```

* E_LUMO: 0.024 Ha
* total charge: 0
* HOMO level: -0.307 Ha
* orbital gap: 0.3306 Ha

Results of the Löwdin charge analysis, in e, for atoms 1 through 6:
1. C -0.12
2. C -0.17
3. C -0.28
4. C -0.20
5. O 0.09
6. N 0.06


*D* is the most stable structure; the next one sits 50.4 kcal/mol above it.


*A*
# C5H7O4P

The ion C5H7O4P with charge -2 (ωB97M-V/def2-TZVPD, OMol25).

Structure (XYZ):
```
17
C5H7O4P ωB97M-V/def2-TZVPD
C -1.25 -0.67 -0.23
C -0.94 -1.36 1.11
C -0.75 0.84 -0.19
C 0.48 -1.23 1.64
C 0.76 0.87 -0.02
O 3.28 0.89 -1.36
O 1.15 1.70 -2.64
O 1.42 2.13 -0.01
O 1.08 0.20 1.19
P 1.82 1.16 -1.39
H -0.76 -1.11 -1.11
H -2.39 -0.57 -0.39
H -1.72 -1.08 1.84
H -1.08 -2.42 0.88
H -0.98 1.49 -1.10
H -1.17 1.29 0.82
H 1.06 -2.12 0.97
```

* E_LUMO: 0.249 Ha
* total charge: -2
* HOMO level: 0.043 Ha
* orbital gap: 0.2061 Ha

Results of the Löwdin charge analysis, in e, for atoms 1 through 6:
1. C -0.23
2. C -0.39
3. C -0.17
4. C -0.22
5. C -0.68
6. O -0.40


*B*
# C5H7O4P

A cluster of 2 separate species, C5H7O4P in total (ωB97M-V/def2-TZVPD, OMol25).

Structure (XYZ):
```
17
C5H7O4P ωB97M-V/def2-TZVPD
C 4.19 0.32 0.13
C -1.44 2.62 -0.48
C -1.83 -1.17 -0.33
C 2.64 0.75 0.18
C -0.93 1.50 -0.06
O 4.39 -0.93 -0.05
O -3.55 0.66 0.85
O 5.00 1.22 0.15
O -1.97 3.67 -0.87
P -2.16 0.24 0.59
H 2.11 -0.03 -0.33
H -2.41 -1.23 -1.36
H -0.77 -1.11 -0.55
H 2.19 0.85 1.20
H 2.59 1.77 -0.27
H -0.01 0.99 -0.50
H -1.50 0.02 1.85
```

* E_LUMO: 0.208 Ha
* total charge: -2
* HOMO level: -0.027 Ha
* orbital gap: 0.2351 Ha

Results of the Löwdin charge analysis, in e, for atoms 1 through 6:
1. C -0.81
2. C -0.28
3. C -0.40
4. C -0.07
5. C -0.22
6. O -0.16


*B* is the most stable structure; the next one sits 29.0 kcal/mol above it.